(1)
The following is a quantum chemistry calculation of a structure of composition C34H39CoN5O3P2S at a distorted geometry, from the OMol25 dataset.

Geometry as XYZ:
```
85
Properties=species:S:1:pos:R:3:mulliken_charge:R:1
Co -0.068 -1.897 3.246 0.297
C -1.216 2.065 3.138 -2.491
C -1.362 0.990 2.351 -0.055
C -0.925 0.887 0.953 -0.282
C 0.381 0.221 0.458 0.756
C 1.671 0.584 1.127 -0.634
C 1.771 1.581 2.029 -0.469
C 1.006 2.840 2.026 -0.850
C -0.103 3.033 3.074 -0.388
C 1.782 -1.978 4.046 -0.843
H -1.917 2.221 3.939 0.545
H -1.919 0.105 2.671 1.044
H -0.926 1.951 0.656 -0.168
H -1.700 0.220 0.502 0.604
H 0.220 -0.875 0.434 0.397
H 0.462 0.499 -0.603 -0.418
H 2.351 -0.302 1.132 0.650
H 2.453 1.464 2.874 0.271
H 0.583 3.089 1.048 0.280
H 1.727 3.629 2.319 0.488
H 0.370 3.018 4.070 0.517
H -0.466 4.063 2.883 0.336
H 1.949 -1.492 5.026 0.238
H 2.724 -1.960 3.455 0.379
H 1.503 -3.040 4.238 0.226
P 1.837 -0.982 -3.008 -0.181
P -1.822 -0.563 -2.651 -0.161
N 3.194 0.132 -3.400 0.425
N 2.324 -2.311 -4.240 0.383
N -1.882 1.203 -2.836 0.223
N -3.421 -0.923 -3.486 0.247
C 0.618 -0.191 -4.131 -0.607
C -0.776 -0.846 -4.128 -1.260
C 4.004 0.732 -2.423 -0.448
C 5.008 1.479 -3.036 -0.564
C 4.833 1.340 -4.452 -0.669
C 3.696 0.565 -4.631 -0.117
C 2.426 -3.682 -3.970 -0.467
C 2.916 -4.347 -5.102 -0.566
C 3.123 -3.353 -6.115 -0.772
C 2.669 -2.149 -5.586 -0.049
C -1.550 2.045 -1.778 1.408
C -1.636 3.373 -2.151 -0.549
C -1.997 3.364 -3.540 -1.185
C -2.049 2.035 -3.944 -0.256
C -4.102 -0.230 -4.495 -0.158
C -5.099 -1.040 -5.050 -0.660
C -5.042 -2.293 -4.349 -0.530
C -4.004 -2.201 -3.426 -0.419
H 1.025 -0.346 -5.142 0.414
H 0.562 0.893 -3.919 0.520
H -1.367 -0.457 -4.970 0.592
H -0.699 -1.939 -4.231 0.568
H 3.774 0.582 -1.381 0.384
H 5.800 2.033 -2.541 0.404
H 5.491 1.713 -5.237 0.407
H 3.217 0.349 -5.568 0.238
H 2.101 -4.062 -3.011 0.373
H 3.099 -5.412 -5.203 0.400
H 3.563 -3.485 -7.100 0.415
H 2.505 -1.229 -6.128 0.239
H -1.258 1.577 -0.877 -1.187
H -1.470 4.227 -1.490 0.464
H -2.224 4.240 -4.140 0.454
H -2.143 1.633 -4.939 0.571
H -3.858 0.782 -4.753 0.400
H -5.782 -0.753 -5.842 0.425
H -5.692 -3.153 -4.519 0.392
H -3.619 -2.927 -2.722 0.340
O -1.781 -2.315 4.800 -0.845
C -1.349 -1.334 5.473 0.794
N -0.612 -0.400 4.798 0.159
S 0.060 0.795 5.763 1.066
O 1.505 0.718 5.678 -0.679
O -0.649 2.065 5.746 -0.661
C -0.612 0.072 7.230 0.332
C -0.606 0.654 8.490 -0.506
C -1.230 -0.049 9.520 -0.544
C -1.896 -1.254 9.252 -0.429
C -1.974 -1.774 7.948 -0.601
C -1.384 -1.035 6.913 -0.048
H -0.103 1.618 8.594 0.433
H -1.218 0.409 10.513 0.383
H -2.318 -1.788 10.101 0.375
H -2.474 -2.719 7.733 0.463
```

The value obtained for the largest force on an atom is 3.3 eV/A. Its spin multiplicity is 4. The calculation puts the HOMO energy (spin up / spin down) at -8.2 / -8.2 eV. The expectation value of S² is 3.760. The lowest unoccupied orbital energy (spin up / spin down) is -0.9 / -1.3 eV.


(2)
The following is a quantum chemistry calculation of a cluster of 7 separate species, H12NO9 in total at a distorted geometry, from the OMol25 dataset.

Geometry as XYZ:
```
22
Properties=species:S:1:pos:R:3:mulliken_charge:R:1
N 0.238 0.099 -0.124 1.189
O 1.029 0.428 0.786 -0.844
O 0.584 -0.885 -0.868 -0.814
O -0.991 0.250 0.158 -0.715
O -2.457 -1.827 -1.828 -0.618
H -2.054 -2.692 -1.510 0.319
H -2.337 -1.232 -1.134 0.305
O -0.055 0.466 3.362 -0.707
H -1.002 0.226 3.383 0.293
H 0.201 0.496 2.425 0.440
O 1.116 -2.201 -3.268 -0.654
H 0.904 -1.536 -2.475 0.436
H 0.566 -1.834 -3.948 0.295
O -2.352 2.700 0.233 -0.677
H -1.867 1.798 -0.097 0.428
H -2.169 3.133 1.066 0.272
O 2.197 -2.484 0.655 -0.686
H 1.848 -1.601 0.264 0.426
H 1.991 -2.578 1.557 0.280
O 1.541 3.107 0.056 -0.648
H 1.803 3.829 0.800 0.303
H 1.264 2.342 0.497 0.376
```

The value obtained for the largest force on an atom is 6.1 eV/A. Its spin multiplicity is 1. The net charge is -1. The calculation puts the HOMO energy at -7.0 eV. The lowest unoccupied orbital energy is 2.9 eV.


(3)
The following is a quantum chemistry calculation of a cluster of 2 separate species, C27H28NO in total at a distorted geometry, from the OMol25 dataset.

Geometry as XYZ:
```
57
Properties=species:S:1:pos:R:3:mulliken_charge:R:1
C -0.341 0.095 -2.481 -1.295
C 1.016 -0.425 -2.096 0.810
C 1.150 -1.832 -1.601 -1.486
C 2.106 0.390 -2.214 -0.607
N 3.433 0.025 -1.989 0.346
C 4.285 1.132 -1.519 -0.528
C 5.618 0.567 -1.060 -0.671
O 6.232 -0.182 -2.113 -0.366
C 5.420 -1.296 -2.494 -0.626
C 4.063 -0.832 -3.003 -0.423
H -1.102 -0.691 -2.403 0.347
H -0.667 0.931 -1.841 0.117
H -0.348 0.469 -3.518 0.412
H 0.158 -2.230 -1.358 0.406
H 1.589 -2.509 -2.348 0.314
H 1.767 -1.893 -0.693 0.310
H 1.968 1.453 -2.452 0.333
H 4.473 1.850 -2.339 0.356
H 3.788 1.639 -0.684 0.378
H 6.328 1.383 -0.861 0.343
H 5.450 -0.054 -0.156 0.315
H 5.986 -1.770 -3.310 0.336
H 5.266 -1.999 -1.650 0.302
H 3.419 -1.694 -3.209 0.327
H 4.234 -0.263 -3.940 0.270
C -2.034 0.334 1.307 0.298
C -2.113 1.669 0.764 0.823
C -1.036 2.582 0.843 -0.201
C -1.209 3.908 0.454 -0.979
C -2.453 4.353 -0.017 -0.335
C -3.524 3.456 -0.121 -0.899
C -3.350 2.129 0.245 -0.276
C -2.839 -0.779 0.852 -0.092
C -2.869 -1.770 1.891 0.137
C -3.664 -2.898 1.776 -0.393
C -4.373 -3.103 0.584 -0.645
C -4.277 -2.178 -0.477 -1.064
C -3.525 -1.004 -0.343 0.313
C -1.996 -1.315 2.962 -0.036
C -1.438 -0.043 2.573 0.656
C -0.566 0.614 3.442 -0.160
C -0.256 0.015 4.671 -0.947
C -0.840 -1.208 5.058 -0.643
C -1.726 -1.875 4.200 -0.436
H -0.074 2.228 1.211 0.528
H -0.371 4.608 0.529 0.409
H -2.591 5.397 -0.306 0.412
H -4.502 3.790 -0.484 0.416
H -4.189 1.436 0.192 0.545
H -3.712 -3.594 2.616 0.450
H -5.000 -3.988 0.469 0.422
H -4.810 -2.374 -1.410 0.432
H -3.457 -0.274 -1.150 0.608
H -0.139 1.570 3.154 0.364
H 0.448 0.506 5.347 0.414
H -0.599 -1.640 6.031 0.419
H -2.208 -2.817 4.466 0.438
```

The value obtained for the largest force on an atom is 2.1 eV/A. Its spin multiplicity is 1. The net charge is +1. The calculation puts the HOMO energy at -9.8 eV. The lowest unoccupied orbital energy is -6.0 eV.


(4)
The following is a quantum chemistry calculation of a structure of composition C29H37N3OP2Pt at a distorted geometry, from the OMol25 dataset.

Geometry as XYZ:
```
73
Properties=species:S:1:pos:R:3:mulliken_charge:R:1
Pt -0.693 -0.389 -0.490 1.937
N -1.809 -0.285 2.295 0.230
P -0.357 0.243 1.618 1.655
C -0.351 2.032 1.729 0.548
C -1.120 2.785 0.826 -0.627
C -1.235 4.157 0.981 -0.736
C -0.578 4.794 2.029 -0.674
C 0.177 4.058 2.932 -0.787
C 0.294 2.679 2.792 -0.492
C 0.915 -0.382 2.692 0.550
C 0.664 -1.410 3.602 -0.677
C 1.695 -1.892 4.400 -0.672
C 2.976 -1.368 4.279 -0.666
C 3.236 -0.357 3.357 -0.668
C 2.209 0.136 2.565 -0.639
C -2.942 -0.184 1.508 0.547
C -4.233 -0.159 2.029 -1.059
C -5.287 -0.066 1.154 -0.386
C -5.048 0.006 -0.223 -0.998
C -3.753 -0.027 -0.654 -0.060
N -2.700 -0.124 0.194 -0.152
H -1.929 -0.237 3.294 0.434
H -1.637 2.301 0.011 0.152
H -1.837 4.730 0.286 0.489
H -0.663 5.869 2.147 0.447
H 0.676 4.555 3.756 0.459
H 0.873 2.120 3.516 0.428
H -0.320 -1.858 3.680 0.399
H 1.497 -2.685 5.115 0.443
H 3.778 -1.748 4.904 0.440
H 4.238 0.048 3.262 0.467
H 2.422 0.934 1.858 0.209
H -4.389 -0.214 3.102 0.430
H -6.304 -0.049 1.537 0.440
H -5.856 0.084 -0.940 0.481
H -3.511 0.022 -1.707 0.251
O -1.431 -0.341 -2.747 -0.639
C -1.478 0.980 -3.362 -0.935
C -0.398 1.880 -2.786 0.534
C -0.058 3.048 -3.452 -0.940
C 0.934 3.852 -2.929 -0.730
C 1.575 3.462 -1.763 -0.975
C 1.177 2.297 -1.155 -0.330
N 0.190 1.509 -1.641 0.390
H -2.130 -0.907 -3.101 0.267
H -2.458 1.429 -3.221 0.397
H -1.318 0.859 -4.427 0.558
H -0.561 3.313 -4.379 0.554
H 1.221 4.767 -3.437 0.446
H 2.372 4.056 -1.332 0.532
H 1.660 1.960 -0.252 0.373
C 0.267 -4.530 -2.882 -1.303
C -0.423 -3.276 -2.321 -0.561
P 0.686 -2.157 -1.394 0.860
C 1.934 -1.656 -2.602 -1.024
C 2.966 -0.660 -2.065 -0.916
C 1.599 -3.316 -0.317 -1.133
C 2.013 -2.832 1.059 -0.796
H -0.467 -5.165 -3.385 0.427
H 0.730 -5.130 -2.097 0.325
H 1.036 -4.282 -3.619 0.332
H -1.239 -3.541 -1.647 0.411
H -0.853 -2.699 -3.143 0.127
H 1.412 -1.270 -3.481 0.425
H 2.428 -2.577 -2.907 0.641
H 2.524 0.318 -1.872 0.029
H 3.770 -0.524 -2.789 0.434
H 3.427 -1.013 -1.134 0.244
H 2.476 -3.629 -0.889 0.495
H 0.961 -4.196 -0.216 0.569
H 2.593 -1.907 1.024 0.045
H 2.622 -3.592 1.554 0.560
H 1.141 -2.654 1.671 0.165
```

The value obtained for the largest force on an atom is 1.1 eV/A. Its spin multiplicity is 1. The net charge is +2. The calculation puts the HOMO energy at -13.6 eV. The lowest unoccupied orbital energy is -6.4 eV.


Computed energy relative to the best compared isomer or geometry (same formula, charge and spin), in the same sequence as the records: 2.755 2.159 1.389 1.214 eV.
Computed energy, in the same sequence as the records: -116516.418 -20110.174 -31982.968 -59004.198 eV.